Record 1
# C32H56DyN2O3P2

A structure of composition C32H56DyN2O3P2 (ωB97M-V/def2-TZVPD, OMol25).

Calculated values
2S+1: 6
Expectation value of S²: 9.342
Net charge: +1
E_HOMO (alpha / beta): -0.396 / -0.396 hartree
LUMO level (alpha / beta): -2.8 / -2.6 eV

Last column: Mulliken spin population.
Cartesian coordinates (Å):
Dy (-0.436, -0.119, -0.430)  4.9703
P (1.318, 1.978, 0.082)  0.0196
P (0.610, -2.642, -0.829)  0.0310
O (1.556, -2.562, 5.378)  0.0000
O (-0.305, -1.086, 1.442)  0.0051
O (3.084, 1.190, 3.152)  0.0002
N (0.404, -1.766, 3.554)  -0.0008
N (1.426, -0.027, 2.306)  -0.0028
C (1.524, 3.417, -0.965)  -0.0019
C (-1.412, 0.442, -6.018)  0.0001
C (3.293, -0.238, 5.397)  0.0000
C (-2.390, 1.604, -0.376)  -0.0025
C (-3.015, -0.576, -0.778)  -0.0237
C (0.496, -0.950, 2.438)  0.0082
C (1.893, -0.203, 4.759)  -0.0002
C (-2.832, 0.701, -1.382)  0.0158
C (3.030, 1.369, 0.198)  0.0031
C (3.886, 1.136, 5.655)  0.0000
C (1.025, -3.465, 0.737)  -0.0027
C (0.886, 0.705, 5.532)  -0.0001
C (0.797, -1.335, -5.760)  -0.0004
C (2.173, 0.344, 3.364)  0.0003
C (1.079, 0.492, -3.884)  0.0005
C (0.064, 1.347, -4.036)  0.0061
C (-0.699, -3.791, -1.275)  -0.0012
C (-3.672, -1.759, -1.364)  -0.0030
C (-2.309, 3.078, -0.537)  0.0011
C (-0.547, 0.223, 5.574)  0.0003
C (2.227, -2.745, -1.596)  0.0011
C (-1.567, -0.847, -5.268)  -0.0005
C (1.316, -1.628, 4.617)  0.0000
C (-2.248, 1.474, 2.209)  -0.0077
C (-2.385, 0.895, 0.865)  0.0195
C (-2.962, -1.553, 1.574)  -0.0002
C (-0.534, -1.694, -5.163)  0.0012
C (-3.454, 1.159, -2.635)  -0.0018
C (-2.736, -0.452, 0.602)  -0.0246
C (1.648, -0.222, -5.077)  0.0011
C (0.876, 2.869, 1.618)  0.0018
C (-0.544, 1.573, -5.391)  0.0011
H (1.807, -2.902, 1.244)  0.0000
H (3.261, -0.844, 6.309)  0.0000
H (0.001, 3.517, 1.496)  0.0004
H (-2.824, 1.908, -3.136)  -0.0005
H (-1.392, -3.337, -1.990)  -0.0006
H (2.761, -3.599, -1.175)  0.0001
H (-0.123, -2.641, 3.520)  0.0002
H (-3.411, -1.822, -2.429)  -0.0009
H (-3.188, 1.344, 2.769)  -0.0008
H (3.679, 2.110, 0.673)  0.0001
H (0.538, 3.844, -1.144)  0.0005
H (-1.641, 3.510, 0.214)  0.0008
H (0.626, 2.138, 2.392)  -0.0025
H (-0.361, 1.904, -3.191)  -0.0058
H (4.839, 1.025, 6.160)  0.0000
H (-1.187, 2.468, -5.340)  0.0000
H (-0.226, -4.680, -1.696)  -0.0002
H (-2.529, -0.966, -4.756)  0.0000
H (1.932, 0.493, -5.871)  0.0001
H (-3.308, 3.542, -0.429)  -0.0011
H (0.933, 1.726, 5.120)  0.0000
H (-2.418, 0.875, -6.142)  0.0000
H (1.322, 0.744, 6.532)  0.0000
H (3.224, 1.765, 6.249)  0.0000
H (-1.989, 2.533, 2.146)  0.0007
H (3.938, -0.730, 4.655)  0.0000
H (0.687, -1.052, -6.822)  0.0000
H (-4.437, 1.640, -2.411)  0.0000
H (2.774, -1.825, -1.338)  -0.0011
H (0.230, 1.819, -6.140)  0.0000
H (-4.772, -1.703, -1.231)  -0.0010
H (-3.597, 0.342, -3.346)  -0.0008
H (1.524, 0.275, -2.904)  0.0013
H (2.598, -0.693, -4.775)  0.0000
H (3.423, 1.073, -0.778)  0.0006
H (-2.484, -2.464, 1.170)  -0.0016
H (1.936, 3.116, -1.924)  0.0000
H (-0.549, -2.610, -4.562)  -0.0003
H (-3.324, -2.676, -0.872)  0.0000
H (-1.449, 0.949, 2.748)  0.0041
H (-1.913, 3.318, -1.530)  -0.0015
H (3.041, 0.483, 0.835)  -0.0022
H (2.164, 4.142, -0.465)  0.0000
H (0.151, -3.455, 1.397)  0.0007
H (4.056, 1.631, 4.696)  0.0000
H (1.432, -2.235, -5.741)  0.0000
H (-1.131, 0.973, 6.104)  0.0000
H (-0.634, -0.721, 6.113)  0.0000
H (1.737, 3.450, 1.972)  -0.0003
H (-2.469, -1.329, 2.528)  0.0003
H (1.343, -4.496, 0.568)  -0.0001
H (-1.272, -4.046, -0.371)  -0.0003
H (-1.011, 0.250, -7.030)  0.0000
H (-4.029, -1.757, 1.740)  -0.0012
H (2.155, -2.782, -2.683)  -0.0001
H (-1.007, 0.124, 4.583)  -0.0004

Forces on the atoms, in the same order (eV/Å):
-0.848 0.798 -1.009
0.379 0.641 0.511
-0.192 -0.129 1.442
-0.698 1.678 -1.496
0.446 -1.158 2.204
-2.424 -1.896 -0.031
0.021 -0.255 -0.440
-1.023 -0.623 -0.162
-0.295 0.142 -0.650
-0.765 0.221 -0.513
0.009 -0.376 0.140
-0.689 -0.797 0.542
0.207 0.908 0.354
0.231 0.276 -0.390
0.551 -0.404 -0.728
0.193 -0.277 1.023
0.221 -0.429 0.349
0.201 0.309 -0.044
-0.070 0.347 0.649
0.621 0.003 -0.233
0.422 -0.728 -0.492
2.078 2.281 -0.565
-0.407 0.049 -0.119
0.027 -0.261 0.182
-0.117 -0.398 -1.135
-0.132 -0.536 -0.484
0.089 0.339 -0.109
-0.363 0.309 0.051
0.333 -0.226 -0.753
0.452 -0.052 0.505
0.632 -0.811 1.424
0.391 0.063 0.631
-0.538 -0.178 -1.044
0.398 -0.422 0.272
-0.159 0.566 0.511
-0.081 0.467 -0.966
-0.647 0.580 -0.303
0.936 -0.205 0.071
0.100 -0.430 0.722
-0.189 0.956 -0.214
0.221 -0.169 0.053
-0.006 0.037 -0.175
0.335 -0.052 -0.306
-0.261 -0.052 -0.003
0.167 -0.301 -0.062
0.118 0.021 -0.402
0.176 0.475 -0.066
-0.394 -0.210 0.112
0.348 0.170 -0.070
-0.063 -0.058 -0.177
0.047 0.232 -0.024
-0.203 0.135 -0.186
0.097 0.310 -0.141
0.198 -0.218 -0.176
0.085 0.029 0.316
0.336 -0.278 0.012
-0.431 -0.233 -0.007
0.438 -0.461 -0.246
-0.163 -0.064 0.524
0.437 -0.106 -0.089
0.080 -0.320 0.126
0.348 -0.261 -0.192
-0.396 0.136 0.121
0.121 0.019 0.195
-0.131 -0.130 0.253
0.004 -0.207 0.432
-0.085 -0.237 0.407
0.616 -0.384 -0.254
-0.176 -0.264 0.026
-0.085 -0.037 0.533
0.537 -0.071 -0.237
-0.183 0.128 0.080
-0.036 0.248 -0.171
-0.260 0.235 -0.066
-0.150 0.349 -0.140
-0.349 0.138 0.388
0.164 0.153 -0.151
-0.383 0.244 -0.254
-0.231 0.127 -0.181
-0.168 0.266 0.201
-0.132 0.223 0.165
0.075 0.277 -0.112
0.045 0.050 -0.133
0.176 -0.151 -0.263
0.139 -0.050 0.792
-0.297 0.206 -0.247
-0.138 -0.068 0.130
-0.090 -0.031 -0.064
-0.184 -0.051 -0.131
-0.330 -0.133 -0.139
0.054 0.081 -0.067
0.357 0.089 -0.254
-0.316 -0.013 0.414
0.229 0.089 -0.033
0.207 -0.152 -0.033
0.184 -0.044 0.265

Record 2
# C3H4INO2S2

The molecule C3H4INO2S2 (ωB97M-V/def2-TZVPD, OMol25).

Calculated values
E_HOMO: -0.340 hartree
LUMO level: -1.2 eV

Last column: Löwdin charge in e.
Cartesian coordinates (Å):
I (2.941, -0.871, 1.243)  0.5577
S (0.067, 0.966, 0.895)  0.8144
S (2.570, 0.416, -0.789)  0.4842
O (-0.527, 2.198, 0.342)  -0.5232
O (2.785, 1.785, -0.456)  -0.5498
N (0.022, -0.591, -1.333)  0.0235
C (-1.297, -0.688, -0.792)  -0.2140
C (-1.175, -0.478, 0.835)  -0.2397
C (0.779, 0.155, -0.628)  -0.7245
H (-0.590, -1.264, 1.219)  0.0352
H (-1.604, -1.705, -0.904)  0.1008
H (-2.064, -0.054, 1.479)  0.1263
H (-1.908, 0.130, -1.111)  0.1089

Forces on the atoms, in the same order (eV/Å):
0.252 -0.536 0.371
-0.404 -0.790 -0.446
-0.432 -1.956 -1.369
-0.585 0.154 0.080
0.306 2.207 0.442
2.121 1.616 0.479
0.084 0.013 3.603
-0.690 3.503 -1.398
-0.804 -1.270 0.323
0.261 -1.211 0.957
-0.943 -0.298 -0.687
1.543 -1.403 -1.492
-0.709 -0.028 -0.864

Record 3
# C4HBr3O2S

A cluster of 3 separate species, C4HBr3O2S in total (ωB97M-V/def2-TZVPD, OMol25).

Calculated values
E_HOMO: -0.338 hartree
LUMO level: -1.6 eV

Last column: Löwdin charge in e.
Cartesian coordinates (Å):
Br (1.568, -0.010, 1.436)  0.3784
Br (-1.753, 1.224, -1.894)  0.7840
Br (0.922, -4.800, 1.319)  0.7794
S (-0.140, 3.771, -0.112)  0.8463
O (1.084, 3.857, -0.798)  -0.3983
O (-0.292, 2.618, 0.751)  -0.5130
C (-0.330, -2.425, 0.034)  -0.1950
C (-0.692, -1.339, -0.699)  -0.1890
C (-1.173, -0.305, -1.105)  -0.5941
C (0.084, -3.520, 0.377)  -0.6238
H (0.721, 0.930, 0.692)  -0.2750

Forces on the atoms, in the same order (eV/Å):
-0.340 0.614 -0.400
0.089 -0.713 0.114
-0.206 -0.047 -0.213
-1.026 -1.288 1.531
1.340 0.468 -1.050
-0.381 1.076 -0.430
0.849 -2.117 -0.404
-1.102 1.317 0.218
0.210 0.127 -0.493
-0.110 1.278 0.461
0.677 -0.715 0.665

Record 4
# C2H5BrO

A cluster of 2 separate species, C2H5BrO in total (ωB97M-V/def2-TZVPD, OMol25).

Calculated values
SMILES string: C=CBr.O
E_HOMO: -0.351 hartree
LUMO level: 0.7 eV

Last column: Löwdin charge in e.
Cartesian coordinates (Å):
Br (1.960, -0.026, -1.859)  0.5475
O (-2.164, 0.651, -0.331)  -0.0977
C (0.473, -0.544, 0.591)  -0.1160
C (1.677, -0.530, 0.031)  -0.5983
H (-2.605, 1.353, -0.908)  0.0903
H (-1.791, 1.076, 0.441)  0.0232
H (-0.407, -0.217, -0.044)  0.0314
H (0.228, -0.889, 1.659)  0.0923
H (2.628, -0.874, 0.421)  0.0273

Forces on the atoms, in the same order (eV/Å):
-0.338 -0.210 1.230
-1.277 1.076 -1.569
-1.053 0.084 -0.025
-0.130 -0.204 -0.611
1.048 -1.341 1.466
-0.133 0.512 0.079
1.290 -0.600 0.947
0.841 0.537 -1.755
-0.248 0.147 0.237

no.,E (eV)
1,-85872.16803
2,-38528.90742
3,-229216.83672
4,-74243.79821